Record 1
The following is a DFT calculation (wB97M-V/def2-TZVPD) of a 2-piece molecular cluster, C6H10NO overall.

Values from the calculation:
Kohn-Sham gap, Eh: 0.3242
Charge: +1
Energy above the lowest of the compared OMol25 structures with the same formula, charge and spin, eV: 2.7835
Highest occupied orbital energy, eV: -13.4

Last column: Löwdin charge in e.
Geometry (Å):
1 C -1.462 0.035 -2.126  -0.0585
2 C 1.853 0.711 0.227  0.0029
3 C -0.441 1.178 1.622  -0.0141
4 C 0.407 0.176 2.149  -0.0710
5 C 1.124 1.230 1.297  -0.1346
6 C -0.207 -1.785 -1.412  -0.0975
7 N -0.679 -0.409 -1.275  -0.1032
8 O 2.427 0.175 -0.561  0.3763
9 H -1.766 -0.565 -3.022  0.1053
10 H -1.815 1.073 -2.046  0.0793
11 H -1.160 1.016 0.866  0.0915
12 H -0.773 2.063 2.170  0.1388
13 H 0.766 0.092 3.202  0.1569
14 H 0.424 -0.792 1.642  0.1275
15 H 1.741 2.082 1.741  0.1981
16 H -1.054 -2.463 -1.539  0.0977
17 H 0.345 -2.044 -0.590  0.0310
18 H 0.271 -1.774 -2.346  0.0737

***

Record 2
The following is a DFT calculation (wB97M-V/def2-TZVPD) of an isolated ion of composition C4H8N3 and charge +1.

Values from the calculation:
Kohn-Sham gap, Eh: 0.3887
Charge: +1
Energy above the lowest of the compared OMol25 structures with the same formula, charge and spin, eV: 5.1144
Highest occupied orbital energy, eV: -15.4

Last column: Löwdin charge in e.
Geometry (Å):
1 C -1.769 -0.380 0.338  0.0522
2 C -0.574 -1.008 0.379  0.0693
3 C -1.582 0.956 -0.283  -0.0224
4 C 1.267 0.445 0.931  0.0557
5 N -0.378 1.051 -0.617  0.1130
6 N 1.234 -0.530 -1.222  0.1521
7 N 0.448 -0.043 -0.269  -0.3809
8 H -2.635 -0.791 0.653  0.0865
9 H -0.369 -1.965 0.607  0.1022
10 H -2.326 1.687 -0.574  0.1447
11 H 2.072 1.156 0.717  0.1146
12 H 0.533 0.718 1.739  0.1324
13 H 1.775 -0.487 1.218  0.1089
14 H 0.693 -1.071 -1.886  0.1356
15 H 1.611 0.263 -1.731  0.1361

***

Record 3
The following is a DFT calculation (wB97M-V/def2-TZVPD) of an isolated ion of composition C7H8N3O5 and charge -1.

Values from the calculation:
Kohn-Sham gap (spin up / spin down), Eh: 0.2262 / 0.2589
⟨S²⟩: 2.013
Charge: -1
Highest occupied orbital energy (spin up / spin down), eV: -3.1 / -4.7
Multiplicity: 3

Last column: Löwdin charge in e.
Geometry (Å):
1 C 0.173 -0.366 -1.107  -0.2790
2 C -2.252 1.606 0.381  -0.6750
3 C 1.948 0.825 0.273  -0.1818
4 C 1.895 -0.711 0.484  -0.1496
5 C -0.267 -1.815 0.775  0.0587
6 C 1.800 1.233 -1.160  -0.1754
7 C -2.120 0.062 -0.379  -0.1284
8 N -1.055 0.153 -1.134  0.2290
9 N 0.615 -1.083 0.050  -0.1263
10 N -2.858 -0.971 0.056  -0.4058
11 O -1.132 1.765 0.844  -0.0181
12 O -3.583 -0.790 1.089  -0.0118
13 O -3.278 2.202 0.321  0.0437
14 O -2.962 -2.011 -0.637  -0.0546
15 O 1.138 0.166 -1.911  -0.0490
16 H 1.246 1.396 0.975  0.1263
17 H 2.860 1.300 0.729  0.1165
18 H 2.572 -1.208 -0.219  0.1297
19 H 1.956 -0.852 1.605  0.1437
20 H 0.118 -1.969 1.813  0.0876
21 H -0.828 -2.506 0.327  0.0188
22 H 1.219 2.239 -1.383  0.1579
23 H 2.796 1.338 -1.790  0.1429

***

Record 4
The following is a DFT calculation (wB97M-V/def2-TZVPD) of a 2-piece molecular cluster, C7H12N5OS overall.

Values from the calculation:
Kohn-Sham gap, Eh: 0.2939
Charge: -1
Energy above the lowest of the compared OMol25 structures with the same formula, charge and spin, eV: 0.0139
Highest occupied orbital energy, eV: -5.0

Last column: Löwdin charge in e.
Geometry (Å):
1 C -2.555 0.544 -0.176  -0.8770
2 C 1.816 1.103 -0.175  -0.5036
3 C 0.878 -1.177 -1.625  -0.0625
4 C 0.238 -2.477 0.358  -0.0472
5 C 0.984 0.143 2.019  -0.0510
6 C 0.684 -1.101 -0.167  -0.3080
7 C 1.008 -0.022 0.485  -0.2321
8 N -1.412 2.161 0.431  -0.1612
9 N -3.034 1.624 -0.878  -0.0577
10 N -2.250 2.614 -0.463  -0.1109
11 N -1.569 0.872 0.623  -0.0214
12 N 1.295 2.290 0.170  0.1205
13 O 2.797 1.017 -0.954  -0.0248
14 S -3.293 -1.007 -0.400  0.7067
15 H 1.422 -0.318 -1.881  0.0398
16 H 1.347 -2.091 -1.969  0.0786
17 H -0.019 -1.034 -2.207  0.0814
18 H 0.625 -3.228 -0.301  0.0536
19 H 0.717 -2.662 1.340  0.0742
20 H -0.806 -2.634 0.516  0.0359
21 H 0.617 1.184 2.223  0.0710
22 H 0.273 -0.637 2.368  0.0755
23 H 2.048 0.073 2.223  0.0759
24 H -3.779 -0.842 -1.676  -0.1287
25 H 0.207 2.497 0.321  0.0812
26 H 1.762 3.107 -0.204  0.0918

***

Record 5
The following is a DFT calculation (wB97M-V/def2-TZVPD) of C7H3CrNO4Se2Te2 as an isolated structure.

Values from the calculation:
Kohn-Sham gap (spin up / spin down), Eh: 0.1718 / 0.1716
⟨S²⟩: 6.017
Charge: -2
Energy above the lowest of the compared OMol25 structures with the same formula, charge and spin, eV: 1.8752
Highest occupied orbital energy (spin up / spin down), eV: -0.3 / -0.4
Multiplicity: 5

Last column: Löwdin charge in e.
Geometry (Å):
1 Cr 1.324 -0.961 0.000  0.5137
2 O 1.394 3.301 0.000  0.0197
3 C 1.181 2.091 0.000  -0.6199
4 O 2.006 1.128 0.000  -0.1596
5 C -0.277 1.634 0.000  -0.1610
6 C -1.370 2.483 0.000  -0.0015
7 C -2.639 1.920 0.000  -0.0559
8 C -2.783 0.539 0.000  -0.0015
9 C -1.638 -0.239 0.000  -0.1611
10 N -0.432 0.316 0.000  0.0770
11 C -1.623 -1.767 0.000  -0.6197
12 O -2.708 -2.342 0.000  0.0199
13 O -0.452 -2.254 0.000  -0.1603
14 H -1.191 3.549 0.000  0.1118
15 H -3.516 2.558 0.000  0.0983
16 H -3.741 0.040 0.000  0.1118
17 Se 3.906 -1.279 0.000  -0.3261
18 Te 6.328 -1.975 0.000  -0.1799
19 Te 3.815 -5.422 0.000  -0.1799
20 Se 2.420 -3.321 0.000  -0.3258

***

Record 6
The following is a DFT calculation (wB97M-V/def2-TZVPD) of a 2-piece molecular cluster, C6H19N2O overall.

Values from the calculation:
Kohn-Sham gap, Eh: 0.3840
Charge: +1
Energy above the lowest of the compared OMol25 structures with the same formula, charge and spin, eV: 1.4262
Highest occupied orbital energy, eV: -13.1

Last column: Löwdin charge in e.
Geometry (Å):
1 N -2.569 -2.188 -0.043  -0.0233
2 C -1.501 -1.820 -1.031  -0.2208
3 C -1.179 -0.338 -0.819  -0.1703
4 N -0.418 0.082 0.415  0.0703
5 C 2.895 0.058 2.207  -0.0649
6 C 1.675 0.722 1.568  -0.1835
7 C 1.084 -0.039 0.261  -0.2947
8 C 1.720 0.483 -1.058  -0.0210
9 H -3.470 -1.919 -0.449  0.0782
10 H -2.557 -3.197 0.190  0.0853
11 H -0.736 -0.568 1.167  0.1836
12 H -0.616 -2.396 -0.763  0.1142
13 H -1.959 -2.108 -1.978  0.1247
14 H -0.694 -0.209 -1.757  0.0946
15 H -2.085 0.265 -0.792  0.1180
16 H -0.743 1.057 0.654  0.1791
17 H 3.817 0.521 1.859  0.0817
18 H 2.995 -0.935 1.741  0.0798
19 H 2.689 0.081 3.274  0.0832
20 H 0.773 0.639 2.203  0.1020
21 H 1.651 1.747 1.216  0.1059
22 H 1.294 -1.136 0.324  0.1481
23 H 1.780 1.556 -0.954  0.0791
24 H 1.243 0.110 -1.945  0.0646
25 H 2.740 0.080 -1.155  0.1044
26 H -1.694 3.429 -0.883  0.0635
27 H -0.792 2.737 -1.903  0.0587
28 O -1.379 2.561 -1.159  -0.0406